# 1
Computed, not measured: a single C26H31Cl2N5O3 molecule in a non-equilibrium geometry, with wB97M-V/def2-TZVPD.

CARTESIAN COORDINATES (ANGSTROEM)
C: 3.44 1.70 4.70
C: 4.18 0.69 4.29
C: 5.73 0.70 4.31
N: 3.88 -0.08 3.12
C: 3.93 0.70 2.05
C: 2.71 1.46 1.35
N: 1.69 0.44 1.25
C: 1.30 -0.19 0.07
C: 1.49 0.40 -1.17
C: 1.17 0.00 -2.37
C: 0.58 -1.15 -2.40
O: 0.37 -1.84 -3.59
C: -0.57 -2.88 -4.03
C: -2.00 -2.46 -3.72
C: -2.18 -1.16 -4.58
O: -3.25 -0.35 -3.63
C: -3.06 -0.99 -2.40
C: -4.51 -1.16 -1.82
N: -5.03 -0.02 -1.42
C: -5.80 1.01 -2.19
N: -5.93 1.92 -1.39
C: -5.63 1.79 -0.22
N: -5.20 0.65 -0.09
C: -2.39 -0.02 -1.35
C: -2.02 1.48 -2.14
C: -1.68 2.37 -1.15
C: -1.38 2.16 0.31
Cl: -0.53 3.32 1.22
C: -1.44 0.66 0.56
C: -2.04 -0.24 -0.02
Cl: -2.34 -1.81 0.50
O: -2.30 -2.25 -2.33
C: 0.66 -2.21 -1.30
C: 1.05 -1.46 -0.11
C: 1.38 -0.34 2.33
C: 2.62 -1.08 2.96
H: 2.31 1.64 4.58
H: 3.73 2.01 5.52
H: 3.73 2.61 3.96
H: 3.88 -0.27 5.12
H: 6.32 -0.28 4.23
H: 5.95 0.93 5.48
H: 5.99 1.50 3.79
H: 4.68 1.59 1.92
H: 4.21 0.01 1.02
H: 2.80 1.84 0.44
H: 2.09 1.88 2.29
H: 1.61 1.60 -1.14
H: 1.04 0.59 -3.28
H: -0.33 -3.22 -5.01
H: -0.31 -3.73 -3.08
H: -2.60 -3.05 -4.22
H: -2.56 -0.96 -5.61
H: -1.40 -0.60 -4.29
H: -4.61 -1.70 -0.89
H: -5.31 -1.57 -2.57
H: -5.89 1.01 -3.41
H: -5.71 2.43 0.51
H: -2.51 1.79 -2.84
H: -1.47 3.34 -1.47
H: -1.19 0.45 1.61
H: 0.26 -3.10 -1.19
H: 1.00 -2.28 0.94
H: 0.53 -1.10 2.52
H: 1.24 0.34 3.38
H: 2.61 -1.78 3.92
H: 3.04 -1.67 2.15

LUMO in eV: -0.04
SMILES: CC(C)N1CCN(c2ccc(OC[C@@H]3CO[C@](Cn4cncn4)(c4ccc(Cl)cc4Cl)O3)cc2)CC1
Max |F| in Eh/bohr: 0.314
2S+1: 1
Kohn-Sham gap in eV: 6.93
DFT total energy in eV: -66078.591

***

# 2
Computed, not measured: a single C26H31ClN4O molecule, with wB97M-V/def2-TZVPD.

CARTESIAN COORDINATES (ANGSTROEM)
C: 2.56 -0.23 -1.41
C: 2.86 0.64 -0.19
N: 1.68 1.32 0.28
N: 0.91 0.74 1.21
C: -0.10 1.56 1.43
C: -1.09 1.25 2.50
C: 0.00 2.70 0.61
C: -0.95 3.86 0.49
N: -2.01 3.81 -0.50
C: -1.63 3.58 -1.87
C: -1.43 2.10 -2.23
C: -2.67 1.27 -1.85
C: -2.38 -0.21 -2.05
O: -2.92 -0.87 -2.91
N: -1.44 -0.69 -1.19
C: -0.94 -1.98 -1.04
C: -1.17 -3.00 -1.96
C: -0.59 -4.24 -1.74
C: 0.20 -4.48 -0.64
C: 0.43 -3.47 0.30
C: 1.28 -3.69 1.48
C: 1.34 -4.94 2.09
C: 2.15 -5.15 3.19
C: 2.92 -4.11 3.70
C: 2.85 -2.87 3.10
Cl: 3.80 -1.56 3.72
C: 2.04 -2.65 2.00
C: -0.15 -2.22 0.08
C: -3.12 1.57 -0.41
C: -3.21 3.08 -0.17
C: 1.17 2.51 -0.11
C: 1.87 3.38 -1.09
H: 2.17 0.37 -2.23
H: 1.82 -0.99 -1.16
H: 3.46 -0.72 -1.74
H: 3.62 1.39 -0.44
H: 3.23 0.03 0.62
H: -0.61 1.32 3.47
H: -1.92 1.95 2.48
H: -1.48 0.23 2.40
H: -0.36 4.76 0.26
H: -1.42 4.03 1.46
H: -2.44 3.98 -2.50
H: -0.72 4.14 -2.09
H: -1.25 2.00 -3.30
H: -0.56 1.71 -1.70
H: -3.49 1.53 -2.53
H: -1.08 -0.04 -0.50
H: -1.79 -2.82 -2.82
H: -0.76 -5.03 -2.46
H: 0.67 -5.45 -0.51
H: 0.74 -5.76 1.72
H: 2.19 -6.12 3.66
H: 3.56 -4.27 4.56
H: 2.00 -1.67 1.56
H: 0.01 -1.43 0.80
H: -2.41 1.15 0.30
H: -4.09 1.11 -0.23
H: -4.02 3.49 -0.79
H: -3.47 3.27 0.88
H: 1.41 4.37 -1.09
H: 1.81 2.97 -2.10
H: 2.92 3.49 -0.83

LUMO in eV: 0.63
SMILES: CCn1nc(C)c(CN2CCC(C(=O)Nc3cccc(-c4cccc(Cl)c4)c3)CC2)c1C
Max |F| in Eh/bohr: 0.015
2S+1: 1
Relative energy (zero: lowest compared OMol25 entry of this formula, charge and spin) in kJ/mol: 7.5
Kohn-Sham gap in eV: 8.89
DFT total energy in eV: -47997.061

***

# 3
Computed, not measured: a molecular structure, C26H31CuN5Si2, with wB97M-V/def2-TZVPD.

CARTESIAN COORDINATES (ANGSTROEM)
Cu: -0.01 0.62 0.54
C: 1.09 -0.88 2.67
N: 0.00 -1.57 1.99
C: 0.08 -2.98 1.72
C: 1.06 -3.32 0.64
N: 2.13 -2.66 0.32
C: 2.67 -3.36 -0.76
C: 3.80 -3.07 -1.52
C: 4.12 -3.93 -2.56
C: 3.33 -5.05 -2.84
C: 2.20 -5.35 -2.10
C: 1.89 -4.48 -1.06
N: 0.86 -4.45 -0.13
C: 1.21 0.54 2.15
N: 1.93 0.81 1.02
C: 2.23 2.19 1.13
C: 2.85 3.02 0.21
C: 3.03 4.35 0.54
C: 2.61 4.85 1.78
C: 2.00 4.02 2.71
C: 1.84 2.68 2.37
N: 1.31 1.61 3.08
H: 2.02 -1.41 2.47
H: 0.94 -0.82 3.76
H: -0.90 -1.33 2.36
H: -0.91 -3.28 1.36
H: 0.31 -3.62 2.60
H: 4.39 -2.19 -1.30
H: 4.98 -3.73 -3.17
H: 3.60 -5.70 -3.67
H: 1.58 -6.21 -2.33
H: 0.07 -5.06 -0.09
H: 3.13 2.63 -0.76
H: 3.50 5.02 -0.17
H: 2.76 5.90 2.01
H: 1.67 4.41 3.67
H: 0.60 1.75 3.78
C: -2.12 2.97 2.02
Si: -2.09 1.23 1.26
C: -3.31 0.27 2.34
C: -3.05 1.45 -0.40
C: -4.36 1.94 -0.40
C: -5.08 2.14 -1.57
C: -4.48 1.84 -2.79
C: -3.19 1.35 -2.81
C: -2.44 1.14 -1.64
Si: -0.64 0.39 -1.66
C: -1.02 -1.45 -2.02
C: 0.09 0.98 -3.30
H: -3.13 3.39 1.99
H: -1.45 3.64 1.47
H: -1.79 2.96 3.06
H: -4.27 0.79 2.39
H: -2.94 0.15 3.37
H: -3.50 -0.73 1.94
H: -4.84 2.19 0.55
H: -6.09 2.53 -1.53
H: -5.02 1.99 -3.72
H: -2.74 1.12 -3.77
H: -1.73 -1.55 -2.85
H: -1.45 -1.93 -1.14
H: -0.11 -2.00 -2.29
H: -0.58 0.75 -4.14
H: 1.04 0.45 -3.48
H: 0.31 2.05 -3.31

LUMO in eV: 2.61
Max |F| in Eh/bohr: 0.016
2S+1: 1
Kohn-Sham gap in eV: 5.19
DFT total energy in eV: -95313.251
Total charge: -1

***

HOMO level for every record listed, in sequence, given in eV: -6.9740, -8.2617, -2.5755.